No. 1
{
  "formula": "C31H71GeN5NbPSb",
  "method": "ωB97M-V with the def2-TZVPD basis set",
  "homo_energy_ev": [-16.1, -16.1],
  "charge": 3,
  "gap_ev": [5.37, 5.37],
  "species": ["Nb", "N", "H", "H", "H", "C", "Ge", "C", "C", "C", "H", "H", "H", "H", "H", "H", "H", "H", "H", "H", "H", "C", "C", "C", "C", "Sb", "C", "C", "C", "C", "C", "C", "C", "C", "H", "H", "H", "H", "H", "H", "H", "H", "H", "H", "H", "H", "H", "H", "H", "H", "H", "H", "H", "H", "H", "H", "H", "H", "H", "H", "H", "N", "P", "N", "C", "C", "C", "C", "C", "N", "C", "C", "C", "C", "C", "N", "C", "C", "C", "C", "C", "H", "H", "H", "H", "H", "H", "H", "H", "H", "H", "H", "H", "H", "H", "H", "H", "H", "H", "H", "H", "H", "H", "H", "H", "H", "H", "H", "H", "H", "H"],
  "xyz": [[-1.2640, 0.3739, 0.3246], [-2.6506, 0.0522, 1.9786], [-3.5022, -0.2211, 1.5315], [-2.8203, 0.9312, 2.4783], [-2.3671, -0.6516, 2.6514], [1.1391, 3.2657, -2.0021], [-0.3950, 3.9307, -0.9303], [0.1985, 5.1821, 0.4644], [-1.6481, 5.0472, -2.1374], [-1.5963, 2.5005, -0.0386], [2.1241, 3.3365, -1.5030], [1.2060, 3.8957, -2.9381], [1.0295, 2.2461, -2.3761], [0.4209, 6.1850, 0.0729], [1.1760, 4.7511, 0.8540], [-0.5216, 5.1343, 1.3167], [-1.2098, 6.0564, -2.2348], [-2.6554, 4.9981, -1.6820], [-1.6950, 4.6273, -3.1430], [-2.4944, 2.2921, -0.6390], [-1.9058, 3.0873, 0.8235], [-1.5617, -1.5199, -4.8557], [-1.1961, -0.4969, -3.7369], [0.1560, -0.8246, -3.1101], [-1.3426, 0.9735, -4.1540], [-2.6463, -0.5517, -1.8999], [-4.6725, 0.7183, -2.2105], [-4.1734, 2.0658, -2.7587], [-5.5552, -0.0733, -3.1465], [-5.2935, 0.8692, -0.8468], [-2.9619, -2.8238, -1.6151], [-3.9465, -3.3182, -2.6567], [-3.5944, -2.8203, -0.2110], [-1.7195, -3.7151, -1.5849], [-0.8032, -1.5010, -5.6578], [-2.5629, -1.2645, -5.2268], [-1.5728, -2.5364, -4.3991], [0.9122, -0.9127, -3.9572], [0.0572, -1.8133, -2.5652], [0.4659, -0.0296, -2.4623], [-0.3452, 1.2816, -4.5154], [-1.5155, 1.6362, -3.2851], [-2.1002, 1.1541, -4.9216], [-4.0877, 1.9603, -3.8735], [-3.1434, 2.2312, -2.4077], [-4.8200, 2.9148, -2.4714], [-4.9926, -0.2963, -4.0780], [-6.3057, 0.6014, -3.5614], [-5.9295, -1.0551, -2.7251], [-4.6627, 1.5039, -0.2281], [-5.5018, -0.0992, -0.3534], [-6.2672, 1.3238, -0.9337], [-4.9037, -2.8079, -2.5625], [-3.5920, -3.1131, -3.7012], [-4.0569, -4.4130, -2.5765], [-4.4444, -2.1052, -0.0800], [-2.8603, -2.6099, 0.6148], [-3.9985, -3.8121, 0.0501], [-1.0858, -3.5008, -2.5127], [-2.1281, -4.7697, -1.5596], [-1.0524, -3.5193, -0.7333], [0.3022, -0.2372, 1.0000], [1.7587, -0.5329, 1.4984], [2.2301, 0.8817, 2.2394], [3.6075, 1.2706, 2.4267], [3.9869, 1.7402, 3.8636], [3.0487, 2.7749, 4.4435], [1.8698, 3.0748, 3.4366], [1.2152, 1.8000, 2.8625], [2.8409, -1.0100, 0.3202], [2.7925, -2.4077, -0.2459], [4.2004, -2.9319, -0.5244], [4.9040, -1.9412, -1.4560], [4.9030, -0.5213, -0.9050], [3.4248, -0.0430, -0.6615], [1.7832, -1.8073, 2.5834], [0.7073, -2.6461, 3.0565], [0.5411, -2.6066, 4.5978], [1.8521, -2.7051, 5.3654], [2.9392, -1.7436, 4.7874], [3.0248, -2.1114, 3.3189], [3.8004, 2.1439, 1.6970], [4.3338, 0.5197, 2.1300], [5.0227, 2.1244, 3.7506], [4.1144, 0.8638, 4.5049], [3.4870, 3.7935, 4.6274], [2.7368, 2.4463, 5.4167], [2.2965, 3.6167, 2.6136], [1.0689, 3.6591, 3.9159], [0.5061, 2.1414, 2.1130], [0.6598, 1.2343, 3.6950], [2.1807, -2.3920, -1.1264], [2.2654, -3.0367, 0.4868], [4.0737, -3.8777, -1.1524], [4.7643, -3.1529, 0.4207], [4.4087, -2.0105, -2.3840], [5.9465, -2.1763, -1.6917], [5.3402, 0.2085, -1.5919], [5.5323, -0.4694, 0.0276], [2.8558, -0.0645, -1.6045], [3.4585, 1.0405, -0.3350], [0.9624, -3.7091, 2.8235], [-0.1784, -2.3972, 2.4691], [-0.0389, -3.4700, 4.8755], [-0.0261, -1.6641, 4.9024], [2.2788, -3.6993, 5.2950], [1.7210, -2.5851, 6.4846], [3.8885, -1.9329, 5.3004], [2.7428, -0.7049, 4.9614], [3.2515, -3.1837, 3.1502], [3.8496, -1.5145, 2.8168]],
  "forces_ev_per_angstrom": [[0.95, 2.21, 1.13], [0.93, 0.60, -0.08], [-1.15, -0.39, -0.05], [-0.06, -0.16, 0.05], [-0.05, -0.20, 0.21], [0.24, 0.38, -0.75], [-0.26, 1.57, -1.40], [0.97, -1.60, 1.04], [0.54, -1.21, 0.67], [1.34, -1.73, 0.32], [-0.61, 0.02, -0.03], [-0.15, -0.46, 1.06], [-0.08, -0.08, 0.13], [-0.45, -0.35, 0.20], [-1.05, 0.65, -0.30], [0.54, 0.59, -0.67], [-0.45, -0.41, 0.38], [0.50, 0.54, -0.30], [-0.06, -0.09, 0.03], [-0.16, -0.02, -0.13], [-0.07, 0.00, 0.41], [-0.30, 0.20, 1.56], [-0.72, 0.13, -0.04], [-0.20, -1.41, -1.05], [1.15, 0.13, 0.24], [0.00, -1.95, -1.90], [0.11, -0.07, 0.30], [0.49, -0.88, -1.05], [1.02, -1.00, -0.95], [0.40, -0.89, 0.54], [-0.32, 0.52, 1.28], [0.32, 0.43, -1.22], [-0.43, 0.04, 1.00], [0.58, 0.55, -1.35], [-0.34, 0.16, 0.29], [0.35, -0.31, -0.26], [0.00, 0.60, -0.62], [-0.76, -0.02, 1.06], [0.61, 1.17, -0.54], [0.39, 0.39, 0.64], [-0.43, 0.04, -0.38], [0.07, -0.23, -0.51], [0.15, -0.08, 0.18], [-0.22, 0.49, 0.97], [-0.59, 0.50, -0.08], [0.19, -0.48, -0.18], [-0.14, -0.22, 0.47], [-0.60, -0.12, 0.55], [0.05, 1.49, -0.45], [-0.09, 0.11, 0.35], [0.25, 0.36, -0.15], [-0.38, 0.48, -0.19], [-0.12, -0.33, 0.08], [-0.22, -0.27, 0.88], [-0.17, 0.42, 0.11], [0.49, -0.50, -0.29], [-0.28, -0.05, -0.76], [0.07, 0.15, -0.22], [-0.92, -0.95, 1.08], [0.87, 1.00, -0.10], [-0.33, -0.15, -0.03], [-4.74, 0.72, -2.13], [4.91, -1.39, 2.33], [-0.96, -0.67, -0.54], [1.42, 2.33, -0.61], [1.21, -0.37, -1.11], [-0.75, 1.67, -0.72], [0.23, -1.36, 1.22], [0.16, -0.84, 1.20], [-1.00, 1.25, 0.22], [0.21, 0.19, 1.76], [0.10, -0.94, -0.79], [1.26, 0.32, 1.11], [-0.73, 0.69, 0.28], [1.39, 0.30, 0.61], [-0.36, 0.90, -0.55], [0.09, -1.00, 0.26], [-0.73, 1.38, -0.09], [0.82, 0.95, 1.17], [-0.49, -1.84, 0.57], [1.82, 1.50, -1.39], [-0.05, -1.07, 1.08], [-0.32, -0.38, -0.13], [-0.57, -0.06, 0.11], [-0.29, 0.12, 0.01], [0.10, -1.12, -0.21], [-0.68, -0.14, 0.38], [0.03, 0.53, -0.37], [0.39, -0.05, -0.23], [-0.31, -0.15, -0.28], [0.65, 0.74, -1.07], [-0.23, 0.09, -0.80], [0.25, 0.13, -0.17], [0.23, 0.88, 1.24], [-0.56, 0.21, -0.87], [-0.76, 0.28, -1.32], [-0.14, -0.47, 0.30], [0.12, -0.28, -0.14], [-0.87, 0.00, -0.65], [0.14, -0.16, 0.15], [-0.39, -1.35, 0.17], [-0.14, 0.58, -0.15], [-0.35, -0.09, 0.35], [-0.62, -0.18, 0.11], [0.67, -1.07, -0.29], [-0.07, -0.39, -0.27], [-0.15, 0.18, -1.32], [-0.04, -0.15, -0.26], [-0.50, 0.64, -0.18], [-0.06, 0.47, 0.26], [-0.73, -0.84, 0.53]]
}



No. 2
{
  "formula": "C4H6N2",
  "method": "ωB97M-V with the def2-TZVPD basis set",
  "homo_energy_ev": -8.6,
  "charge": 0,
  "gap_ev": 7.81,
  "species": ["C", "C", "N", "C", "C", "N", "H", "H", "H", "H", "H", "H"],
  "xyz": [[1.1453, -0.8681, -0.0575], [-0.1277, -0.6145, 0.6856], [-0.4568, 0.7893, 0.9265], [-1.4648, 0.6948, -0.0084], [-1.2401, 1.4156, -1.1561], [-1.2722, 2.0784, -2.0941], [1.2127, -0.3235, -1.0023], [2.0264, -0.5941, 0.5259], [1.2078, -1.9336, -0.2776], [-0.2727, -1.1500, 1.6162], [0.3028, 1.4445, 0.7420], [-1.0606, -0.9388, 0.0997]],
  "forces_ev_per_angstrom": [[0.44, -0.21, -0.15], [-0.81, -1.51, 0.36], [-0.36, 0.80, 0.19], [-0.90, 0.58, 1.55], [-0.15, 1.02, -1.18], [0.17, 0.49, -0.97], [-0.20, 0.00, 0.03], [-0.06, -0.03, 0.10], [0.11, 0.01, -0.05], [0.55, -0.36, 0.29], [-0.03, -0.26, -0.26], [1.23, -0.54, 0.11]]
}



No. 3
{
  "formula": "CH6N3S",
  "method": "ωB97M-V with the def2-TZVPD basis set",
  "homo_energy_ev": -3.0,
  "charge": -1,
  "gap_ev": 6.95,
  "species": ["N", "C", "N", "N", "H", "H", "H", "H", "H", "S", "H"],
  "xyz": [[-0.2158, -0.5738, -0.3822], [0.4423, 0.6247, -0.3936], [0.6519, 1.1602, -1.6682], [0.8579, 1.2844, 0.6172], [-0.3603, -1.0400, 0.5386], [-0.1940, -1.1256, -1.2209], [0.0022, 0.8564, -2.3726], [0.8217, 2.1506, -1.6508], [0.6641, 0.7626, 1.4697], [-0.7210, -1.7786, 2.5289], [-1.9490, -2.3208, 2.5341]],
  "forces_ev_per_angstrom": [[0.06, 0.32, 0.00], [-0.14, -0.14, 0.09], [0.23, -0.27, -0.26], [-0.03, 0.18, 0.18], [-0.07, -0.06, -0.31], [0.02, -0.13, 0.09], [-0.14, 0.15, 0.02], [0.00, 0.04, 0.04], [0.01, 0.01, -0.04], [0.08, -0.15, 0.25], [-0.01, 0.05, -0.06]]
}



No. 4
{
  "formula": "C22H35BiNO5Si4",
  "method": "ωB97M-V with the def2-TZVPD basis set",
  "homo_energy_ev": -5.1,
  "charge": -1,
  "gap_ev": 7.69,
  "species": ["Bi", "O", "C", "C", "C", "N", "C", "C", "C", "O", "O", "C", "O", "O", "H", "H", "H", "C", "Si", "C", "C", "Si", "Si", "C", "C", "C", "Si", "C", "C", "C", "H", "H", "H", "H", "H", "H", "H", "H", "H", "H", "H", "H", "H", "H", "H", "H", "H", "H", "H", "H", "H", "H", "H", "H", "H", "H", "H", "C", "C", "C", "C", "C", "C", "H", "H", "H", "H", "H"],
  "xyz": [[-1.1145, -0.5085, -0.6223], [-1.4666, 5.1869, 2.8168], [-1.3097, 4.0772, 2.0447], [-1.0916, 4.1549, 0.6773], [-0.9370, 2.9816, -0.0416], [-0.9911, 1.7972, 0.5579], [-1.2075, 1.7222, 1.8674], [-1.3736, 2.8354, 2.6655], [-1.2235, 0.3181, 2.4482], [-1.3537, 0.1675, 3.6496], [-1.0870, -0.6477, 1.5929], [-0.6811, 3.0016, -1.5627], [-0.6683, 4.1229, -2.0849], [-0.4985, 1.8686, -2.0723], [-1.3937, 5.9648, 2.2526], [-1.0366, 5.0927, 0.1368], [-1.5355, 2.7274, 3.7278], [1.6667, -2.6884, 2.0666], [2.1815, -2.8798, 0.2733], [4.0544, -3.1330, 0.2300], [1.5022, -4.4679, -0.4630], [1.5451, -0.9198, -0.8690], [2.0107, -1.0986, -3.1681], [1.2117, -2.6335, -3.9108], [1.4771, 0.3883, -4.1711], [3.8786, -1.2954, -3.3683], [2.8149, 0.9115, -0.0971], [4.6046, 0.3661, 0.1745], [2.2444, 1.5938, 1.5557], [2.8525, 2.2828, -1.3748], [1.8395, -3.6087, 2.6319], [0.6130, -2.4173, 2.1521], [2.2469, -1.8885, 2.5362], [4.3031, -4.0658, 0.7462], [4.6033, -2.3247, 0.7109], [4.4157, -3.2185, -0.7977], [1.7995, -5.3070, 0.1743], [1.9306, -4.6394, -1.4532], [0.4172, -4.4760, -0.5537], [0.1225, -2.5972, -3.8468], [1.5383, -3.5413, -3.4006], [1.4823, -2.7179, -4.9677], [0.4822, 0.7446, -3.9000], [1.5007, 0.1359, -5.2362], [2.1576, 1.2259, -4.0062], [4.2559, -2.1657, -2.8274], [4.4049, -0.4135, -2.9945], [4.1354, -1.4150, -4.4254], [4.7063, -0.1984, 1.1039], [5.2402, 1.2537, 0.2550], [4.9861, -0.2512, -0.6417], [1.9825, 0.7965, 2.2557], [1.3749, 2.2407, 1.4378], [3.0479, 2.1888, 2.0007], [3.4735, 1.9929, -2.2271], [3.2838, 3.1898, -0.9407], [1.8513, 2.5099, -1.7457], [-2.3528, -5.4881, -0.4581], [-2.1704, -4.8253, 0.7493], [-1.8012, -3.4850, 0.7666], [-1.6018, -2.7747, -0.4182], [-1.8217, -3.4527, -1.6174], [-2.1830, -4.7949, -1.6486], [-2.6328, -6.5348, -0.4707], [-2.3130, -5.3571, 1.6837], [-1.6642, -2.9812, 1.7164], [-1.7070, -2.9304, -2.5668], [-2.3313, -5.2981, -2.5974]],
  "forces_ev_per_angstrom": [[0.03, 0.06, -0.12], [0.00, 0.03, -0.01], [-0.01, 0.00, 0.02], [0.00, 0.01, -0.03], [0.00, -0.02, -0.01], [0.01, -0.05, 0.10], [0.05, -0.06, -0.05], [0.00, -0.02, 0.02], [-0.03, -0.01, -0.06], [0.03, 0.01, -0.01], [-0.04, 0.07, 0.10], [0.02, 0.01, 0.01], [-0.01, -0.02, -0.01], [-0.01, 0.04, -0.03], [0.00, -0.02, 0.02], [0.01, 0.00, 0.01], [0.00, 0.01, 0.00], [-0.03, 0.01, 0.02], [0.06, 0.01, 0.02], [0.02, 0.03, -0.02], [-0.06, -0.01, -0.01], [-0.12, 0.04, 0.01], [0.04, -0.02, 0.02], [-0.02, -0.04, 0.01], [0.01, 0.02, 0.00], [0.01, 0.01, -0.01], [0.05, -0.02, -0.02], [0.02, -0.03, -0.01], [-0.07, 0.02, 0.03], [-0.04, 0.00, -0.01], [0.01, 0.00, -0.01], [0.02, 0.00, 0.01], [-0.01, -0.01, 0.01], [-0.03, 0.00, 0.00], [0.01, -0.02, 0.00], [0.01, 0.00, 0.02], [0.00, 0.01, 0.01], [0.00, -0.01, -0.01], [0.02, -0.01, 0.00], [0.02, 0.02, -0.01], [-0.02, -0.01, -0.01], [0.00, 0.01, 0.01], [0.00, 0.00, -0.01], [0.00, 0.00, 0.01], [-0.03, 0.00, -0.01], [0.00, 0.00, -0.01], [0.00, -0.02, -0.01], [0.00, 0.00, 0.01], [0.00, 0.01, -0.02], [-0.02, 0.01, 0.00], [0.01, 0.01, 0.03], [-0.01, 0.03, 0.01], [0.02, -0.01, 0.03], [0.00, -0.02, -0.01], [-0.02, 0.01, 0.01], [0.00, 0.00, 0.00], [0.06, 0.02, -0.02], [0.00, 0.00, 0.00], [0.01, 0.00, -0.01], [0.02, 0.01, -0.01], [0.02, -0.07, 0.02], [0.00, 0.00, 0.00], [-0.01, 0.00, 0.00], [0.00, 0.00, 0.00], [0.00, 0.00, 0.00], [0.00, -0.01, 0.00], [0.00, -0.01, 0.01], [0.00, 0.00, 0.00]]
}



No. 5
{
  "formula": "C23H16HgN5O6",
  "method": "ωB97M-V with the def2-TZVPD basis set",
  "homo_energy_ev": [0.7, -2.7],
  "spin_multiplicity": 2,
  "charge": -2,
  "gap_ev": [3.89, 7.28],
  "species": ["Hg", "O", "C", "N", "C", "O", "C", "C", "C", "C", "C", "N", "C", "C", "C", "C", "C", "N", "H", "H", "H", "H", "H", "H", "H", "H", "N", "C", "C", "C", "C", "C", "C", "C", "C", "N", "C", "H", "H", "H", "H", "H", "H", "H", "H", "O", "C", "O", "C", "O", "O"],
  "xyz": [[-1.1240, 0.3309, -0.4197], [-4.7368, 2.3245, 0.6828], [-3.9002, 1.6258, 0.1095], [-2.6377, 1.9339, -0.2299], [-2.2203, 3.2666, -0.3441], [-2.9857, 4.1870, -0.6682], [-0.8136, 3.4642, -0.1072], [-0.2691, 4.7715, -0.1853], [1.0312, 5.0030, 0.1487], [1.8320, 3.9005, 0.5736], [1.2615, 2.6469, 0.5526], [-0.0007, 2.3788, 0.2113], [-4.3302, 0.1934, -0.2119], [-5.4425, -0.3395, 0.4332], [-5.8104, -1.6422, 0.1530], [-5.0674, -2.3703, -0.7680], [-3.9862, -1.7509, -1.3723], [-3.6316, -0.4979, -1.1060], [-0.9357, 5.5653, -0.4930], [1.4481, 6.0031, 0.0956], [2.8661, 4.0221, 0.8662], [1.8603, 1.7856, 0.8199], [-5.9738, 0.2857, 1.1362], [-6.6569, -2.0956, 0.6564], [-5.3034, -3.3996, -1.0023], [-3.3686, -2.2833, -2.0873], [2.5771, 0.2089, -1.6644], [3.3406, -0.5998, -0.8713], [4.5836, -1.0520, -1.2749], [5.3625, -1.8895, -0.4623], [4.9154, -2.2948, 0.7637], [3.6514, -1.8489, 1.2188], [3.1142, -2.2585, 2.4623], [1.8936, -1.8036, 2.8544], [1.1997, -0.9130, 2.0066], [1.6537, -0.5089, 0.8514], [2.8636, -0.9799, 0.4300], [2.7044, 0.0705, -2.6538], [1.5955, 0.2329, -1.4203], [4.9464, -0.7582, -2.2531], [6.3261, -2.2279, -0.8264], [5.4992, -2.9598, 1.3890], [3.6797, -2.9514, 3.0764], [1.4424, -2.1148, 3.7873], [0.2291, -0.5325, 2.3046], [0.2108, -2.9149, -2.7250], [-0.1688, -2.1025, -1.8942], [-0.1569, -0.8246, -2.0635], [-0.7162, -2.6476, -0.5038], [-0.6819, -3.8553, -0.3086], [-1.1700, -1.7838, 0.3337]],
  "forces_ev_per_angstrom": [[-0.02, 0.52, 0.11], [-0.03, 0.03, -0.03], [0.05, 0.08, 0.07], [-0.48, -0.30, -0.12], [0.02, -0.01, 0.16], [0.03, 0.05, -0.05], [-0.02, 0.03, 0.00], [0.00, -0.06, 0.04], [0.03, 0.03, 0.00], [-0.06, 0.02, -0.02], [0.16, -0.07, 0.00], [0.02, 0.12, 0.00], [0.11, 0.04, -0.03], [-0.02, 0.00, 0.00], [0.04, -0.02, -0.02], [-0.03, 0.02, 0.02], [-0.05, 0.00, 0.02], [-0.04, -0.12, -0.05], [-0.03, 0.00, -0.02], [-0.01, 0.01, 0.01], [0.02, -0.03, 0.00], [0.01, -0.02, -0.04], [0.00, 0.00, 0.00], [-0.01, 0.00, -0.01], [-0.01, -0.01, 0.00], [0.03, 0.00, 0.00], [0.01, 0.06, 0.10], [0.01, 0.02, -0.03], [0.00, 0.00, -0.01], [-0.03, 0.00, 0.02], [0.01, -0.02, 0.00], [0.00, 0.01, 0.06], [-0.01, -0.01, -0.03], [0.01, 0.02, -0.01], [-0.08, 0.12, -0.04], [0.36, -0.33, -0.19], [-0.04, -0.09, 0.20], [-0.02, 0.02, 0.01], [-0.08, -0.05, -0.06], [0.01, -0.01, -0.01], [0.00, 0.00, -0.01], [0.00, 0.00, 0.00], [0.02, 0.02, 0.00], [0.00, 0.00, -0.01], [-0.02, -0.02, -0.03], [0.04, 0.00, -0.05], [0.00, -0.06, 0.05], [0.02, -0.03, 0.04], [-0.01, -0.01, 0.01], [0.00, -0.06, 0.02], [0.09, 0.12, -0.08]]
}



Respective energy above the lowest of the compared OMol25 structures with the same formula, charge and spin values: 10.3; 112.0; 6.7; 0.0; 6.5 kcal per mole.
Respective total energy values: -114615.431; -7220.733; -16441.652; -72466.310; -48023.427 eV.